# 1
Here is a cluster of 3 separate species, C5H12O2 in total in a non-equilibrium geometry from the Open Molecules 2025 dataset. Energies are from the ωB97M-V functional and the def2-TZVPD basis.

Summary:
Strongest force on any atom (eV/Å): 1.933
ΔE to the lowest compared entry with this formula, charge and spin (kcal/mol): 60.92
SMILES: C=CC(=C)C.O.O
2S+1: 1
E_tot (hartree): -348.1077
HOMO (Ha): -0.3075
Frontier orbital gap (eV): 9.00

Atoms and positions in Å:
H: -2.1612 1.3450 -1.7273
H: -1.3094 0.8395 0.7666
H: -1.3825 0.1804 3.4302
H: -1.5131 1.7051 -3.4929
H: 2.2780 1.1569 1.4073
H: 1.1033 -1.5715 0.1074
O: -0.6331 -0.3178 3.1707
H: 1.4578 -1.2094 -1.6275
H: 0.1065 -2.2960 -1.1401
H: -0.9224 -0.8942 0.9238
H: 0.1503 0.2061 2.9603
O: 2.1868 0.6327 2.2097
C: 0.6870 -1.4109 -0.8834
H: 0.4354 0.3934 -2.8916
C: -1.0494 -0.0706 0.2317
H: 2.6532 -0.2010 2.1315
C: -0.3829 0.4656 -2.1770
C: -0.2877 -0.2119 -0.8852
C: -1.4167 1.2587 -2.5142

Löwdin atomic charge list, values in e, 8 entries: 0.0574 0.0668 0.0188 0.0520 0.0485 0.0607 -0.0589 0.0675



# 2
Here is a cluster of 4 separate species, C6H16O2 in total in a non-equilibrium geometry from the Open Molecules 2025 dataset. Energies are from the ωB97M-V functional and the def2-TZVPD basis.

Summary:
Strongest force on any atom (eV/Å): 3.535
ΔE to the lowest compared entry with this formula, charge and spin (kcal/mol): 183.41
2S+1: 1
E_tot (hartree): -388.3884
HOMO (Ha): -0.2666
Frontier orbital gap (eV): 5.13

Atoms and positions in Å:
H: -0.8839 0.0516 -2.6775
H: -0.8634 -0.8393 0.8644
H: -0.2125 -1.6728 -1.8348
C: -0.4796 1.0102 1.8627
H: -0.0575 -3.1980 -2.4088
H: -1.7853 -0.3853 -1.0372
H: -2.4870 1.4084 0.9007
H: 1.7466 1.8548 -0.0739
H: 1.0148 -0.5727 1.0301
C: 1.2069 1.2170 -0.9132
H: 1.4018 -2.6204 -0.0940
C: -1.5568 1.8445 1.1729
H: -1.7673 2.7987 1.6617
H: 0.4249 2.7321 0.9451
O: 2.0953 -2.8959 0.4750
H: 1.6331 1.3000 -1.9356
C: -0.8956 -0.0629 -1.5764
C: 0.0253 -0.1790 0.8141
H: 0.4667 1.4978 2.1648
H: -1.1369 2.0876 0.1737
H: -0.7930 0.6585 2.8424
C: 0.1878 0.2685 -0.6567
O: 0.4143 -2.4896 -1.9538
H: 2.3012 -3.8139 0.2541

Löwdin atomic charge list, values in e, 8 entries: 0.0875 0.1111 0.0041 -0.2579 0.0418 0.0725 0.0579 0.0367



# 3
Here is a structure of composition C25H19NOS6SbW in a non-equilibrium geometry from the Open Molecules 2025 dataset. Energies are from the ωB97M-V functional and the def2-TZVPD basis.

Summary:
Strongest force on any atom (eV/Å): 3.834
2S+1: 2
E_tot (hartree): -3790.0050
HOMO (alpha / beta) (Ha): -0.4997 / -0.4994
Frontier orbital gap (alpha / beta) (eV): 6.80 / 5.87
Charge: +2

Atoms and positions in Å:
H: 13.2491 7.2142 7.1239
H: 9.0260 4.2742 12.3255
C: 8.1429 5.8940 7.7640
S: 7.6316 5.9877 5.0919
C: 16.6421 9.1022 6.8151
N: 15.5529 11.0426 7.9005
C: 9.5217 3.5057 10.2922
S: 13.4146 13.5635 7.9454
S: 8.2139 5.6828 10.4958
H: 19.0687 14.6462 6.0494
C: 7.2756 9.4182 7.9329
H: 6.2811 7.8449 6.8866
C: 17.1962 13.6945 5.8266
W: 14.4417 11.9337 9.1536
H: 7.0559 4.4841 3.2402
H: 19.7305 13.1575 7.9939
C: 7.1059 4.6280 4.2938
C: 9.2776 3.9494 9.0091
C: 8.1312 7.3321 7.9047
H: 10.0806 2.6111 10.3907
O: 13.5018 10.7390 9.8807
H: 15.2505 12.6578 5.6404
S: 12.6618 14.6617 11.6092
S: 15.6998 13.3171 10.5656
C: 8.6150 5.1829 8.9217
C: 7.5898 5.2074 6.6814
C: 7.1614 8.1312 7.4070
H: 15.3394 6.0462 6.1095
H: 17.0283 14.3773 4.9843
H: 13.4099 9.5327 7.8932
C: 16.2374 12.7861 6.1785
H: 17.4289 7.3025 5.9864
C: 16.5478 7.7826 6.3940
Sb: 14.1615 15.0766 9.7967
C: 6.8119 3.6036 5.1753
C: 17.7788 12.1262 7.9666
C: 18.7894 12.9733 7.4648
C: 8.4776 9.6054 8.6002
C: 15.5099 9.6868 7.3726
H: 17.5191 9.7766 6.7494
C: 15.3255 7.0954 6.4667
H: 6.5970 10.1772 7.5728
H: 18.0414 11.4817 8.7866
H: 6.4781 2.6683 4.7369
C: 7.2195 3.9078 6.5496
C: 18.4648 13.8172 6.4422
S: 9.2760 8.1711 8.8697
C: 14.2303 7.7057 7.0820
C: 14.3041 9.0410 7.4625
H: 9.8055 3.5850 8.1122
C: 8.9906 4.3370 11.2602
H: 8.8765 10.5380 8.8900
C: 16.5585 12.0194 7.3404
H: 7.0424 3.1658 7.3253

Löwdin atomic charge list, values in e, 8 entries: 0.1120 0.0796 -0.2097 1.1272 -0.0003 -0.1709 -0.1434 0.0083